Density functional theory data (ωB97M-V/def2-TZVPD) for a molecular structure, C27H33EuO2 in a non-equilibrium geometry.

```
63
Properties=species:S:1:pos:R:3:mulliken_charge:R:1
O -0.933 -1.642 0.405 -0.38
C -2.366 -1.351 0.414 0.41
C -2.755 -2.479 1.327 -1.25
H -2.710 -1.519 -0.597 -0.40
H -2.615 -0.328 0.689 0.33
C -1.242 -2.816 1.214 1.46
H -3.419 -3.238 0.926 0.49
H -3.130 -2.031 2.258 0.30
C -0.923 -4.080 0.389 -1.36
H -1.451 -4.072 -0.578 0.22
H -1.216 -5.005 0.904 0.38
H 0.133 -4.083 0.102 0.25
C -0.592 -2.603 2.563 -1.36
H -0.937 -1.647 2.954 0.22
H 0.479 -2.504 2.464 0.20
H -0.825 -3.372 3.289 0.43
Eu -1.074 1.345 -1.599 1.43
C 1.451 1.881 2.540 -0.95
C 0.890 2.963 1.818 -0.12
C -0.487 2.686 1.604 -1.42
H 1.417 3.856 1.487 0.47
C -0.777 1.431 2.205 -0.28
C 0.419 0.936 2.784 -0.25
H 0.512 0.034 3.385 0.37
H 2.493 1.764 2.828 0.50
H -1.226 3.363 1.163 0.54
H -1.769 0.985 2.300 0.56
C 3.423 -0.040 0.449 0.08
C 2.949 -1.006 1.389 -1.45
C 2.131 -1.937 0.684 -0.10
H 3.156 -1.030 2.455 0.40
C 2.069 -1.524 -0.677 -0.80
C 2.870 -0.363 -0.821 -0.50
H 3.012 0.192 -1.747 0.48
H 4.078 0.800 0.671 0.48
H 1.682 -2.838 1.094 0.90
H 1.470 -1.991 -1.462 0.49
O -3.235 -1.935 -2.189 -0.40
C -4.195 -2.899 -1.541 -0.21
C -5.437 -3.068 -2.409 -0.66
H -4.638 -2.511 -0.604 0.21
H -3.708 -3.866 -1.368 0.33
C -5.414 -1.764 -3.274 -0.71
H -6.330 -3.186 -1.765 0.31
H -5.410 -4.018 -2.963 0.28
C -4.057 -1.072 -3.047 -0.28
H -6.187 -1.083 -2.915 0.24
H -5.663 -1.932 -4.327 0.34
H -4.189 -0.161 -2.412 0.25
H -3.553 -0.818 -4.008 0.24
C 1.352 2.661 -1.726 -0.83
C 2.386 3.338 -1.466 -0.14
C 3.566 4.011 -0.964 0.42
C 4.873 3.438 -1.007 -0.22
C 6.004 4.186 -0.653 -0.57
C 5.877 5.496 -0.170 -0.34
C 4.596 6.042 -0.025 -0.55
C 3.461 5.304 -0.379 -0.32
H 4.988 2.417 -1.362 0.42
H 7.005 3.775 -0.801 0.35
H 6.761 6.094 0.053 0.36
H 4.490 7.074 0.314 0.34
H 2.471 5.739 -0.259 0.38
```

Computed properties:
- E_tot (eV) = -51944.9007
- 2S+1 = 7
- net charge = 0
- Kohn-Sham gap (alpha / beta) (eV) = 4.06 / 4.12
- energy above the lowest of the compared OMol25 structures with the same formula, charge and spin (eV) = 8.986
- <S²> = 12.03